The following is a quantum chemistry calculation of a single C18H23N3O3S molecule, from the OMol25 dataset.

XYZ file:
```
48
Properties=species:S:1:pos:R:3:mulliken_charge:R:1
N 4.256 2.459 -1.732 -0.516
S 4.830 2.163 -0.171 1.263
O 6.245 1.954 -0.257 -0.661
O 4.317 3.191 0.687 -0.664
C 4.014 0.624 0.185 0.302
C 4.620 -0.562 -0.177 -0.778
C 3.968 -1.756 0.073 -0.502
C 2.719 -1.766 0.688 0.328
C 1.995 -3.061 0.908 -1.007
C 1.230 -3.473 -0.362 -0.854
N 0.163 -2.560 -0.675 -0.095
C -1.139 -2.904 -0.623 0.406
O -1.539 -4.019 -0.363 -0.682
C -2.073 -1.750 -0.986 -0.442
N -1.530 -0.477 -0.540 -0.286
C -1.670 -0.234 0.884 -0.596
C -3.101 0.101 1.360 -1.128
C -3.612 1.327 0.662 0.341
C -4.406 1.220 -0.474 -0.184
C -4.831 2.353 -1.148 -0.638
C -4.464 3.608 -0.696 -0.426
C -3.671 3.725 0.434 -0.599
C -3.247 2.593 1.105 -0.292
C 2.132 -0.557 1.049 -0.119
C 2.777 0.642 0.797 -0.694
H 3.713 3.307 -1.770 0.267
H 5.005 2.475 -2.404 0.265
H 5.596 -0.530 -0.635 0.463
H 4.433 -2.692 -0.203 0.430
H 2.706 -3.852 1.150 0.461
H 1.286 -2.966 1.730 0.315
H 0.765 -4.452 -0.217 0.439
H 1.926 -3.526 -1.207 0.380
H 0.376 -1.585 -0.829 0.308
H -3.069 -1.987 -0.585 0.193
H -2.150 -1.733 -2.077 0.467
H -1.965 0.288 -1.047 0.300
H -1.016 0.608 1.130 0.485
H -1.317 -1.124 1.413 0.201
H -3.759 -0.748 1.165 0.386
H -3.070 0.265 2.438 0.478
H -4.705 0.243 -0.829 0.344
H -5.451 2.253 -2.027 0.384
H -4.796 4.492 -1.219 0.376
H -3.384 4.702 0.794 0.377
H -2.630 2.689 1.987 0.401
H 1.169 -0.557 1.536 0.323
H 2.349 1.590 1.077 0.482
```

Values from the calculation:
Frontier orbital gap: 9.795 eV
SMILES: NS(=O)(=O)c1ccc(CCNC(=O)CNCCc2ccccc2)cc1
LUMO energy: 0.556 eV
Relative energy (zero: lowest compared OMol25 entry of this formula, charge and spin): 34.82 kcal per mole
Strongest force on any atom: 0.016 hartree/bohr

The following is a quantum chemistry calculation of 5 unconnected molecules or ions with the total composition C30H72F3N3O6PS, from the OMol25 dataset.

XYZ file:
```
116
Properties=species:S:1:pos:R:3:mulliken_charge:R:1
C 2.861 -5.640 -3.866 -1.045
C 1.458 -6.307 -3.995 0.580
O 1.250 -7.457 -3.625 -0.380
N 0.328 -5.404 -4.580 -0.214
H 0.307 -4.518 -4.094 0.392
H 0.553 -5.136 -5.527 0.386
C -1.062 -6.092 -4.516 -0.801
H 2.717 -4.715 -3.308 0.342
H 3.465 -5.582 -4.772 0.350
H 3.479 -6.242 -3.200 0.327
H -1.730 -5.260 -4.737 0.353
H -1.220 -6.566 -3.547 0.340
H -1.039 -6.904 -5.243 0.368
C -5.994 -5.553 2.274 -1.022
N -6.664 -6.578 1.324 -0.034
C -7.473 -5.809 0.209 -0.845
C -5.431 -7.325 0.688 -0.839
C -7.598 -7.550 2.131 -0.472
C -8.107 -8.846 1.446 -0.742
O -8.848 -8.626 0.333 -0.522
H -6.749 -4.792 2.474 0.405
H -5.169 -5.073 1.749 0.539
H -5.755 -5.977 3.249 0.335
H -7.712 -6.488 -0.609 0.354
H -6.888 -4.938 -0.088 0.406
H -8.391 -5.415 0.644 0.347
H -5.131 -6.694 -0.148 0.376
H -5.738 -8.333 0.409 0.343
H -4.648 -7.424 1.440 0.367
H -8.318 -6.865 2.579 0.501
H -6.915 -7.823 2.935 0.353
H -8.848 -9.221 2.152 0.367
H -7.328 -9.606 1.382 0.438
H -8.490 -8.986 -0.482 0.342
C 0.313 1.130 -5.173 -0.953
N -1.020 1.965 -5.160 -0.044
C -0.756 3.310 -4.406 -0.931
C -1.319 2.262 -6.632 -0.927
C -2.034 1.006 -4.477 -0.504
C -3.518 1.344 -4.773 -0.676
O -3.772 2.608 -4.219 -0.480
H 1.176 1.785 -5.292 0.362
H 0.357 0.302 -5.881 0.359
H 0.416 0.795 -4.140 0.479
H -1.676 3.875 -4.557 0.370
H 0.047 3.959 -4.756 0.369
H -0.771 3.148 -3.328 0.442
H -2.233 2.854 -6.666 0.383
H -1.377 1.315 -7.169 0.366
H -0.462 2.769 -7.076 0.405
H -1.847 0.795 -3.424 0.525
H -1.838 0.068 -4.996 0.302
H -4.122 0.732 -4.104 0.440
H -3.858 1.161 -5.792 0.381
H -4.716 2.694 -4.063 0.327
C 4.484 -0.395 0.803 -1.216
C 4.326 0.809 -0.147 -0.799
C 3.733 2.101 0.471 -0.437
C 4.777 3.040 1.116 -0.971
P 4.011 4.081 2.502 0.587
C 5.079 5.592 2.814 -0.696
C 5.289 6.463 1.541 -0.225
C 6.038 7.758 1.730 -0.857
C 5.438 8.877 2.671 -1.214
C 2.336 4.578 1.893 -0.878
C 1.489 5.202 2.956 -0.540
C 0.153 5.613 2.322 -0.851
C -0.670 4.582 1.562 -1.048
C 3.843 3.165 4.126 -1.053
C 3.224 1.737 3.963 -0.213
C 2.847 0.932 5.229 -0.751
C 1.589 1.473 5.854 -1.117
H 3.503 -0.699 1.168 0.298
H 5.249 -0.185 1.550 0.293
H 4.905 -1.257 0.285 0.429
H 3.807 0.374 -1.001 0.383
H 5.326 1.040 -0.515 0.339
H 2.938 1.754 1.131 0.247
H 3.219 2.685 -0.293 0.403
H 5.256 3.627 0.332 0.550
H 5.562 2.454 1.594 0.479
H 5.990 5.148 3.214 0.552
H 4.523 6.196 3.531 0.464
H 4.283 6.660 1.172 0.225
H 5.915 5.964 0.801 0.193
H 6.042 8.261 0.763 0.374
H 7.100 7.670 1.962 0.431
H 5.289 8.654 3.727 0.334
H 4.445 9.165 2.325 0.310
H 6.119 9.719 2.540 0.368
H 1.830 3.737 1.418 0.557
H 2.603 5.328 1.148 0.589
H 1.875 6.065 3.498 0.340
H 1.203 4.383 3.616 0.130
H 0.284 6.518 1.729 0.400
H -0.453 6.025 3.130 0.458
H -1.703 4.902 1.434 0.409
H -0.712 3.703 2.205 0.239
H -0.215 4.392 0.590 0.231
H 3.451 3.725 4.975 0.568
H 4.871 3.106 4.482 0.669
H 3.977 1.090 3.513 0.041
H 2.379 1.829 3.281 0.260
H 3.671 0.881 5.940 0.371
H 2.777 -0.074 4.817 0.383
H 0.882 1.670 5.048 0.286
H 1.696 2.441 6.343 0.308
H 1.209 0.716 6.541 0.371
C -1.070 -1.741 1.393 0.530
F -2.212 -1.765 2.073 -0.233
F -0.729 -0.564 0.932 -0.180
F -0.179 -2.127 2.234 -0.208
S -1.277 -3.104 -0.059 1.091
O -0.024 -2.978 -0.758 -0.682
O -1.342 -4.407 0.611 -0.663
O -2.413 -2.718 -0.828 -0.652
```

Values from the calculation:
Frontier orbital gap: 7.424 eV
Net charge: +3
LUMO energy: -6.180 eV
Strongest force on any atom: 0.090 hartree/bohr

The following is a quantum chemistry calculation of 2 unconnected molecules or ions with the total composition CH6NO2P, from the OMol25 dataset.

XYZ file:
```
11
Properties=species:S:1:pos:R:3:mulliken_charge:R:1
C 1.445 -1.363 -0.090 -0.228
N 0.425 -0.575 0.098 -0.042
O -2.131 0.211 0.230 -0.624
O -0.166 2.286 -0.177 -0.674
P -1.347 -1.004 -0.041 0.108
H 2.261 -0.914 -0.577 0.249
H 1.455 -2.431 0.216 0.263
H -0.969 1.822 -0.375 0.343
H -0.109 3.240 -0.465 0.306
H 0.631 0.374 -0.031 0.314
H -1.494 -1.647 1.213 -0.014
```

Values from the calculation:
Frontier orbital gap (spin up / spin down): 6.980 / 6.982 eV
LUMO energy (spin up / spin down): -0.736 / -0.734 eV
Relative energy (zero: lowest compared OMol25 entry of this formula, charge and spin): 76.67 kcal per mole
Strongest force on any atom: 0.075 hartree/bohr

The following is a quantum chemistry calculation of 2 unconnected molecules or ions with the total composition C6H14NO, from the OMol25 dataset.

XYZ file:
```
22
Properties=species:S:1:pos:R:3:mulliken_charge:R:1
C 0.209 1.414 -0.137 -0.621
C -1.186 1.032 -0.577 -0.802
C -1.550 -0.409 -0.311 0.665
C -2.358 -1.082 -1.125 -0.959
C -1.025 -2.192 1.382 -0.841
C -1.236 -0.930 1.051 -0.071
N 1.253 0.467 -0.705 -0.217
H 0.322 1.536 0.929 0.314
H 0.500 2.382 -0.544 0.397
H -1.260 1.204 -1.652 0.395
H -1.879 1.726 -0.092 0.321
H -2.863 -0.693 -2.004 0.298
H -2.524 -2.134 -0.956 0.254
H -0.983 -3.027 0.691 0.250
H -0.753 -2.495 2.388 0.281
H -1.012 -0.137 1.746 0.291
H 0.804 -0.272 -1.247 0.364
H 1.931 0.054 -0.060 0.330
H 1.714 0.953 -1.476 0.359
H 4.127 0.150 1.246 0.316
H 4.055 1.669 0.794 0.311
O 3.713 0.784 0.658 -0.635
```

Values from the calculation:
Frontier orbital gap: 9.244 eV
Net charge: +1
LUMO energy: -3.188 eV
Relative energy (zero: lowest compared OMol25 entry of this formula, charge and spin): 28.40 kcal per mole
Strongest force on any atom: 0.029 hartree/bohr

The following is a quantum chemistry calculation of a single C3H6BrNOSi molecule, from the OMol25 dataset.

XYZ file:
```
13
Properties=species:S:1:pos:R:3:mulliken_charge:R:1
C 0.434 0.522 1.568 -0.934
Si -0.413 0.368 -0.085 0.524
C 0.333 0.937 -1.679 -0.936
Br -2.508 0.856 0.211 -0.231
O -0.303 -1.327 -0.344 -0.314
C -0.421 -2.539 0.162 0.551
N -0.534 -3.647 0.457 -0.478
H 0.115 -0.411 2.082 0.267
H 1.566 0.570 1.384 0.267
H 0.223 1.293 2.316 0.340
H -0.064 1.900 -1.918 0.346
H 1.407 1.133 -1.518 0.297
H 0.164 0.347 -2.635 0.301
```

Values from the calculation:
Frontier orbital gap: 11.209 eV
SMILES: C[Si](C)(Br)OC#N
LUMO energy: 0.328 eV
Strongest force on any atom: 0.052 hartree/bohr

The following is a quantum chemistry calculation of 2 unconnected molecules or ions with the total composition BrH4N2OP, from the OMol25 dataset.

XYZ file:
```
9
Properties=species:S:1:pos:R:3:mulliken_charge:R:1
N 2.094 -0.483 0.598 -0.671
N 0.183 1.079 -0.249 -0.392
O -0.206 -1.510 -0.124 -0.596
P 0.705 -0.384 0.008 0.924
Br -3.102 0.072 -0.128 -0.243
H 2.311 -1.447 0.832 0.278
H -0.680 1.356 -0.682 0.226
H 0.664 1.819 0.345 0.290
H -1.970 -0.501 -0.599 0.184
```

Values from the calculation:
Frontier orbital gap: 10.662 eV
LUMO energy: 0.154 eV
Relative energy (zero: lowest compared OMol25 entry of this formula, charge and spin): 21.16 kcal per mole
Strongest force on any atom: 0.067 hartree/bohr

The following is a quantum chemistry calculation of 3 unconnected molecules or ions with the total composition CH9N2O2, from the OMol25 dataset.

XYZ file:
```
14
Properties=species:S:1:pos:R:3:mulliken_charge:R:1
N 0.199 0.187 0.254 -0.184
C -0.499 -0.884 0.077 0.139
N 0.007 -2.122 -0.255 -0.433
H 1.239 0.175 0.062 0.240
H -0.178 1.214 0.281 0.302
H -1.529 -0.788 0.336 0.400
H -0.731 -2.664 -0.731 0.279
H 0.717 -2.606 0.336 0.278
H 3.427 1.256 -0.673 0.325
H 4.120 -0.032 -0.572 0.325
O 3.211 0.361 -0.350 -0.689
H -2.641 2.730 0.456 0.331
H -3.982 1.863 0.582 0.321
O -3.073 1.851 0.284 -0.634
```

Values from the calculation:
Frontier orbital gap: 10.914 eV
Net charge: +1
LUMO energy: -4.105 eV
Relative energy (zero: lowest compared OMol25 entry of this formula, charge and spin): 36.80 kcal per mole
Strongest force on any atom: 0.060 hartree/bohr

The following is a quantum chemistry calculation of a single CH2F2N2 molecule, from the OMol25 dataset.

XYZ file:
```
7
Properties=species:S:1:pos:R:3:mulliken_charge:R:1
F 1.221 -0.027 -2.197 -0.142
N 0.948 -0.887 -1.187 -0.077
C 0.294 -0.102 -0.145 -0.102
N 1.748 -0.351 0.033 -0.073
F 1.855 -1.478 0.913 -0.186
H -0.085 0.833 -0.388 0.310
H -0.186 -0.812 0.421 0.269
```

Values from the calculation:
Frontier orbital gap: 12.538 eV
SMILES: FN1CN1F
LUMO energy: 1.068 eV
Relative energy (zero: lowest compared OMol25 entry of this formula, charge and spin): 114.98 kcal per mole
Strongest force on any atom: 0.069 hartree/bohr